Entry 1:
10 unconnected molecules or ions with the total composition C24H68N6O10 in a non-equilibrium geometry, computed with the ωB97M-V functional and the def2-TZVPD basis.

The geometry in XYZ format:
```
108
Properties=species:S:1:pos:R:3:forces:R:3:lowdin_spin:R:1
C -4.1636 0.5972 4.7466 -0.2667 -1.2165 0.0990 0.0001
C -3.5898 0.5491 3.3479 -2.0395 1.8709 0.5532 0.0001
C -4.6823 0.2936 2.2729 1.9684 -0.7614 0.0211 0.0015
O -3.1971 1.8895 3.0827 0.7117 0.6830 -0.3879 0.0004
H -3.4573 1.0917 5.4135 -0.1887 0.0195 0.2412 0.0000
H -4.3293 -0.4247 5.0877 0.1033 -0.1330 0.3190 0.0000
H -5.1507 1.0595 4.7522 0.2290 0.3988 0.0193 0.0000
H -2.6586 -0.0174 3.3476 -0.4268 -0.9177 -0.5517 0.0000
H -5.2099 -0.6402 2.4671 0.2055 -0.1362 -0.3971 0.0001
H -4.0094 0.2896 1.4153 -0.7163 -0.6874 -0.7399 0.0005
H -5.4098 1.0768 2.0594 0.2645 0.3213 0.8347 0.0003
H -2.5863 2.0755 3.7996 0.2506 0.6550 -0.1110 0.0001
C -2.8816 -2.3580 -2.8059 -2.4258 0.0690 -1.2410 0.0067
C -3.4155 -2.5079 -4.3233 3.7161 1.2417 -0.4781 0.0098
C -2.3580 -1.8680 -5.2679 0.2724 -0.1519 0.4069 0.0867
O -3.4962 -3.8586 -4.6539 -0.8570 -1.1109 -0.1353 0.0038
H -2.2175 -3.1237 -2.4051 0.2523 -0.2715 -0.8636 0.0004
H -3.8342 -2.5489 -2.3118 0.1228 0.4760 0.9628 0.0010
H -2.4538 -1.3823 -2.5752 -0.3716 0.1028 -0.1339 0.0018
H -4.3119 -2.0217 -4.7083 -0.6502 -0.1444 1.4092 0.0053
H -1.3873 -2.2822 -4.9953 0.2365 -0.2431 -0.2433 0.0111
H -2.2065 -0.7930 -5.1709 -0.4054 0.0979 0.1588 0.0247
H -2.5820 -2.0750 -6.3143 -0.0027 -0.0923 0.0054 0.0150
H -2.6051 -4.2027 -4.7499 0.1382 0.0108 0.0630 0.0023
C 0.5782 -5.5095 2.4488 0.0005 -0.3164 0.4556 0.0003
C -0.1372 -4.7128 1.3887 -0.0717 0.8500 -1.5309 0.0004
C -1.6365 -4.6606 1.3543 -0.8519 -0.1514 1.2309 0.0004
O 0.2212 -3.3397 1.6318 0.9999 0.1706 0.2310 0.0003
H 0.0954 -6.4413 2.7434 -0.1657 -0.0728 -0.2607 0.0000
H 0.6624 -4.9087 3.3543 -0.1489 0.1126 0.0491 0.0000
H 1.5990 -5.7427 2.1458 -0.0178 0.0174 -0.1215 0.0001
H 0.1455 -5.0144 0.3802 0.6874 0.0587 0.0030 0.0002
H -2.0146 -3.7756 0.8425 0.3983 -0.0050 -0.2480 0.0001
H -1.8659 -4.4915 2.4064 -0.8559 -0.2204 0.1435 0.0000
H -2.1762 -5.5088 0.9333 0.2396 -0.2940 0.2649 0.0002
H 0.3335 -2.8768 0.7984 -0.0915 -0.0900 -0.3300 0.0002
C 2.7035 2.9714 -1.2981 0.7898 1.2351 -2.0712 0.0090
C 3.8884 3.5689 -2.2986 -2.0670 -1.6201 0.4644 0.0074
C 4.4655 2.4635 -3.1743 0.2386 -0.7743 0.4860 0.0255
O 3.3497 4.5886 -3.1342 0.3828 0.2627 0.7217 0.0301
H 3.0516 2.3683 -0.4595 0.0088 0.2462 -0.0509 0.0005
H 1.9724 2.4259 -1.8947 0.4472 -0.7815 -0.3047 0.0066
H 2.0304 3.7921 -1.0497 0.5794 0.4103 0.8527 0.0018
H 4.7040 3.9560 -1.6878 -0.2428 0.5189 -0.1077 0.0005
H 5.0726 1.8258 -2.5318 0.4554 -0.0150 -0.0296 0.0016
H 5.0580 2.8377 -4.0092 0.1377 0.1985 0.2148 0.0019
H 3.7622 1.7410 -3.5883 -0.5734 0.3963 -0.0549 0.0194
H 2.6192 4.1987 -3.6200 -0.2149 -0.0831 -0.1357 0.0192
C 1.5295 2.1355 5.2066 0.7349 -1.6156 -0.2191 0.0001
C 1.6172 0.5787 5.0012 -2.8233 0.7751 0.5640 0.0001
C 1.0185 0.0088 3.7307 -0.0209 1.5292 0.6111 0.0001
O 2.8580 0.0831 5.0912 4.2005 -0.2835 0.5595 0.0000
H 2.0443 2.3595 6.1409 0.1234 0.0644 -0.0384 0.0000
H 0.4842 2.4041 5.3592 0.0642 0.2086 -0.4583 0.0000
H 2.0357 2.6469 4.3878 -0.3373 0.2786 0.0005 0.0001
H 1.0358 0.2133 5.8477 -0.4304 -0.2704 0.2158 0.0000
H 1.0076 -1.0769 3.8266 -0.5074 0.0698 -0.3245 0.0000
H 1.6514 0.3191 2.8992 -0.0934 -0.1199 -0.0002 0.0000
H 0.0706 0.5421 3.6595 -0.5285 -0.7379 -0.5926 0.0000
H 2.9261 -0.7796 5.5069 -0.3352 0.1087 -0.0479 0.0000
C -1.6986 -0.6852 0.1050 -0.7038 -1.9037 -0.7317 0.0015
C -0.9782 0.5711 -0.1826 0.5955 1.1266 -0.3396 0.0023
C 0.4104 0.5547 0.4304 -0.3236 -0.9740 -0.6210 0.0012
O -0.9844 0.8599 -1.6136 0.1202 -0.8008 1.1635 0.0175
H -2.6475 -0.7939 -0.4202 -0.4378 0.6775 0.4337 0.0009
H -1.7893 -0.9421 1.1604 -0.1290 0.3389 0.0670 0.0002
H -1.2215 -1.5587 -0.3396 0.7977 -0.1069 -0.0469 0.0002
H -1.4388 1.3723 0.3954 -0.5989 0.3341 -0.4583 0.0006
H 0.2035 0.1615 1.4257 0.4753 0.8157 0.2730 0.0002
H 0.8854 1.5292 0.3166 0.0564 -0.1087 0.5761 0.0003
H 1.0501 -0.2173 0.0027 0.1005 0.0534 -0.4711 0.0005
H -1.2761 1.7654 -1.7423 -0.0660 0.7326 0.0800 0.0016
C 5.4056 -0.4222 2.1449 1.1054 -0.3145 -0.1441 0.0003
C 4.2085 -1.1390 1.6411 -1.6996 1.4136 -1.4854 0.0004
C 3.9280 -0.9679 0.1515 0.3705 0.1537 -0.1473 0.0025
O 4.1935 -2.4780 1.9085 0.7585 -2.3961 1.2294 0.0004
H 6.3058 -0.9210 1.7857 0.1926 -0.3122 0.2719 0.0000
H 5.3645 -0.4118 3.2341 0.3233 0.2400 -0.0490 0.0000
H 5.5061 0.5724 1.7105 -0.4410 0.1897 0.3227 0.0002
H 3.3611 -0.6913 2.1604 -0.2405 0.2835 0.0119 0.0000
H 4.6286 -1.4373 -0.5391 0.7965 0.1242 0.4002 0.0022
H 3.9165 0.1060 -0.0351 -0.5647 -0.0608 -0.5552 0.0005
H 3.0393 -1.5352 -0.1250 -0.5887 0.6507 0.1769 0.0007
H 3.2888 -2.7678 2.0469 -0.0691 -0.0498 -0.0749 0.0000
C -2.0286 3.3117 -3.8791 -0.1404 0.3655 2.2676 0.1396
O -1.7908 3.5860 -2.7173 0.6661 1.4676 2.8959 0.0218
N -1.8859 2.0985 -4.2581 0.6836 -3.5726 -0.8478 0.0727
N -2.5462 4.0986 -4.7643 -1.2147 2.8001 -2.7070 0.0631
H -1.5242 1.5314 -3.5047 -0.0433 -0.9139 -0.9696 0.0100
H -2.1672 1.8323 -5.1909 0.3203 -0.7715 0.1197 0.1022
H -2.3519 3.7460 -5.6906 -0.3166 0.6225 -0.5932 0.0897
H -2.5431 5.0997 -4.6302 0.1369 -0.2281 0.0400 0.0171
C 0.9941 -3.1810 -2.7688 0.6713 0.6751 -0.1675 0.0172
O 0.5079 -3.7670 -1.8355 -1.0069 -1.3709 1.3006 0.0048
N 1.9282 -3.6507 -3.5954 1.8495 -2.7525 -1.2754 0.0180
N 0.7665 -1.9210 -3.0638 -1.0594 1.3489 0.3860 0.0163
H 2.1741 -3.1645 -4.4458 -0.2323 -0.1521 0.1422 0.0274
H 1.9841 -4.6578 -3.6472 0.2528 0.1584 0.0340 0.0041
H 0.0020 -1.5481 -2.5193 0.3848 1.2114 -0.5214 0.0020
H 1.3981 -1.5349 -3.7508 -0.9543 1.1022 0.2977 0.0491
C -1.4092 5.1535 1.1207 1.4089 -0.9331 -1.3256 0.0021
O -1.0923 5.4017 2.2043 0.8978 1.7414 7.7230 0.0003
N -2.0793 4.1165 0.7418 -3.0379 -3.0342 -0.9621 0.0013
N -0.8402 5.7320 0.1200 1.2549 2.6663 -5.1251 0.0024
H -2.4323 3.4928 1.4535 -0.2584 -0.1368 -0.5086 0.0002
H -2.0872 3.9864 -0.2597 -0.7155 -1.0950 0.3306 0.0016
H -0.0311 6.3342 0.1727 -0.5236 -0.2203 0.1863 0.0012
H -1.1737 5.3719 -0.7627 0.9159 0.7741 -0.5540 0.0032
```
Positions in Å, forces in eV/Å.

Computed properties:
⟨S²⟩: 0.75
F_max (Eh/bohr): 0.1549
Multiplicity: 2
E_HOMO (alpha / beta) (eV): 0.1 / -7.4
Net charge: -1
Kohn-Sham gap (alpha / beta) (eV): 1.9 / 9.4

***

Entry 2:
10 unconnected molecules or ions with the total composition C24H68O10 in a non-equilibrium geometry, computed with the ωB97M-V functional and the def2-TZVPD basis.

The geometry in XYZ format:
```
102
Properties=species:S:1:pos:R:3:forces:R:3:mulliken_charge:R:1
C 1.7950 -2.4651 -2.7581 -0.6735 1.4869 2.2237 0.0151
O 2.9466 -2.9553 -3.2845 1.8483 -1.9856 -1.3669 -0.5735
H 0.8303 -2.7579 -3.1725 0.3713 0.0871 -0.7464 -0.0774
H 1.7057 -2.7613 -1.7129 -0.1216 0.0139 0.3610 0.2887
H 2.0179 -1.3983 -2.7391 -1.3384 0.4484 -0.0439 0.0459
H 3.4256 -3.4269 -2.5992 0.0346 -0.1170 -0.2719 0.3359
C 3.3293 4.1437 -0.4872 0.4919 -1.1823 0.4922 -0.6808
O 2.8580 3.8168 0.8235 -0.0744 0.6739 -0.1724 -0.3991
H 3.9824 3.3032 -0.7216 -0.0859 -0.0951 -0.9686 0.2448
H 2.4587 4.1972 -1.1410 0.2983 0.1424 -0.0296 0.2557
H 3.9901 5.0091 -0.5371 -0.4921 0.4391 0.1955 0.2523
H 3.6217 3.5582 1.3447 0.0117 0.2765 0.4803 0.2032
C 3.2040 3.0726 4.3492 0.0823 0.0915 1.1051 -0.4055
O 4.0604 3.8976 3.6028 0.4254 0.0744 -1.1831 -0.5228
H 2.7102 2.2895 3.7740 -0.1159 0.0619 -0.1287 0.0953
H 3.8608 2.6489 5.1090 -0.5543 -0.5169 0.4393 0.4485
H 2.4828 3.7261 4.8400 -0.1588 -0.1927 -0.1062 0.0857
H 4.8136 3.3238 3.4444 0.4162 0.3628 -0.2020 0.3203
C -0.6257 -2.3085 -5.6968 0.9194 -0.1163 0.6051 -1.3545
C -1.0635 -0.8563 -5.3799 -0.4737 -1.4702 -1.3482 0.7935
C -0.0578 -0.0725 -4.5637 -0.2548 -0.1999 0.4513 -0.9528
O -1.3803 -0.2874 -6.6549 0.6764 0.6077 -0.1662 -0.5828
H -0.3064 -2.8272 -4.7928 -0.8311 -0.2221 0.3285 0.1863
H 0.3217 -2.4171 -6.2247 0.1554 0.9502 -0.4765 0.4070
H -1.2980 -2.9178 -6.3009 -0.4923 0.3082 0.4106 0.3798
H -2.0488 -0.8715 -4.9139 0.1444 -0.2253 0.7687 0.0016
H -0.1883 0.9993 -4.7131 0.1744 0.0784 -0.1347 0.4912
H 0.9746 -0.3901 -4.7098 -0.0322 0.2102 -0.3739 0.2856
H -0.2671 -0.2379 -3.5069 -0.0080 -0.0505 0.1301 0.0543
H -1.0688 0.6200 -6.6203 -0.1221 0.1657 -0.3065 0.3081
C -5.2127 3.1226 -1.0491 -0.7119 -0.0909 -0.0950 -1.3352
C -3.9397 3.3483 -0.2948 1.2540 -0.7107 -0.6841 0.9646
C -2.7973 2.4283 -0.8234 -0.1123 1.0069 0.1415 -0.7444
O -3.4781 4.6697 -0.5070 0.1165 0.5521 0.2709 -0.6141
H -6.0470 3.4333 -0.4203 -0.2690 -0.1806 -0.1254 0.3820
H -5.3038 2.0703 -1.3183 -0.3215 0.0128 0.0147 0.1990
H -5.2561 3.7371 -1.9483 0.2220 -0.1273 -0.0948 0.3354
H -4.1478 3.2549 0.7711 0.3371 -0.5666 0.1771 0.0070
H -3.0601 1.3746 -0.9175 0.0294 0.0714 0.3175 0.0641
H -1.8642 2.6061 -0.2888 -0.1569 -0.3631 0.5487 -0.0420
H -2.5081 2.7936 -1.8088 -0.4602 0.0067 -0.3719 0.4015
H -3.9660 5.2049 0.1231 0.1243 0.4157 -0.0920 0.3657
C -0.4165 -0.0232 1.0841 1.8298 0.7075 0.4011 -0.8274
C 1.0268 0.6817 0.9708 -1.3597 0.0118 1.0461 0.7467
C 1.5443 0.6205 -0.4282 0.3918 0.0467 -1.7957 -0.6534
O 1.0048 2.0155 1.5286 -1.1844 -1.6148 -0.0444 -0.2364
H -0.2959 -0.9791 0.5743 -0.4435 0.1515 -0.5272 0.0974
H -1.2073 0.6385 0.7307 0.1498 -0.2700 -0.4614 -0.0482
H -0.6981 -0.3210 2.0941 0.3320 0.3574 0.2827 0.4564
H 1.7211 0.0792 1.5564 0.0555 -0.1381 0.3872 -0.1657
H 0.8524 0.8404 -1.2412 -0.5924 0.3426 0.2795 0.2658
H 1.9157 -0.3589 -0.7299 -0.0422 -0.2985 0.5118 -0.1316
H 2.3867 1.2810 -0.6338 0.1539 0.2430 0.4148 0.2113
H 1.7036 2.5691 1.1725 0.4329 0.2586 -0.4017 0.2988
C -2.9212 4.1131 4.3044 0.0506 0.6611 -0.0453 -1.3309
C -1.4381 3.7624 4.0322 -0.5973 -0.0590 -1.6617 0.7659
C -0.7979 4.4274 2.7711 -0.7315 0.3871 0.8220 -0.5335
O -0.6649 4.1526 5.1443 0.0797 -0.3040 0.5878 -0.5686
H -3.6123 3.8256 3.5120 0.2958 -0.1401 -0.3183 0.2144
H -3.0733 5.1813 4.4591 0.2893 0.2580 -0.1876 0.3496
H -3.3433 3.6861 5.2141 0.5011 -0.4402 0.1077 0.3713
H -1.4415 2.6959 3.8069 0.3992 -0.3859 0.5958 0.0262
H -0.8597 5.4926 2.9940 0.0549 0.2425 -0.4292 0.4207
H -1.2924 4.1940 1.8282 -0.2984 0.0317 0.1068 0.0485
H 0.2526 4.1775 2.6224 -0.0921 -0.2329 0.3972 -0.1063
H -0.0773 3.4326 5.3851 0.0341 0.0207 -0.0141 0.3442
C 4.6872 -1.3006 0.1018 -1.1619 -1.2295 0.5437 -1.2510
C 5.4909 -1.2007 1.3801 2.5155 -0.9069 -0.9087 0.7309
C 6.3668 -2.4980 1.6688 -1.7458 0.4817 0.4183 -1.3229
O 6.4322 -0.1596 1.0784 0.0199 0.4551 0.4087 -0.5791
H 4.3421 -0.3137 -0.2066 -0.1253 -0.0375 -0.0240 0.1417
H 3.8183 -1.9333 0.2829 -0.3603 0.0897 -0.1147 0.3433
H 5.2130 -1.7988 -0.7127 0.4085 0.2345 0.0530 0.4066
H 4.8914 -0.9191 2.2458 -0.0460 -0.0671 0.0066 0.2181
H 5.6636 -3.2763 1.9653 -0.0742 -0.3571 -0.2047 0.3485
H 7.0210 -2.4233 2.5375 0.0961 0.5628 -0.1635 0.3580
H 6.9368 -2.8420 0.8057 -0.1016 0.2966 -0.0616 0.2999
H 6.1904 0.0744 0.1793 0.5518 0.4870 0.0502 0.3347
C -0.5689 -6.2288 0.7968 -1.2716 0.0609 0.3950 -1.3017
C -0.4368 -5.2269 1.9364 -0.5957 1.9483 -0.2757 0.5397
C -1.2629 -3.9110 1.6111 0.8613 -0.4071 0.7781 -0.8495
O -0.8454 -5.6409 3.2437 -0.2261 -0.1593 -0.5491 -0.5482
H -1.5733 -6.6474 0.8604 -0.0285 -0.5882 0.3672 0.3728
H 0.1848 -7.0161 0.7885 -0.0587 0.1029 -0.1185 0.3547
H -0.6887 -5.7192 -0.1593 0.8706 0.1688 -0.0946 0.3018
H 0.6013 -4.8992 1.9926 0.2549 0.0044 0.0704 0.1882
H -0.7048 -3.3041 0.8981 -0.2462 -0.3078 -0.5575 0.0327
H -1.3146 -3.2308 2.4613 0.1521 -0.3527 0.4506 0.4312
H -2.3090 -4.0516 1.3390 0.1902 -0.3494 -0.3503 0.1959
H -0.4975 -6.5106 3.4539 0.1292 -0.1167 -0.1215 0.3088
C -3.5730 -3.4567 -2.1490 -0.1508 0.7606 -0.4873 -1.3353
C -3.6066 -2.2766 -1.1827 0.1301 -0.5810 -0.8879 1.1695
C -4.4145 -1.1479 -1.7690 -0.5391 0.8228 0.3707 -1.4212
O -4.2689 -2.7208 -0.0561 -0.7967 -0.2863 1.7009 -0.6157
H -4.5921 -3.5551 -2.5230 0.1040 0.0979 -0.5610 0.4098
H -3.3953 -4.4405 -1.7149 0.7321 0.1441 0.2930 0.4504
H -2.8449 -3.1836 -2.9128 -0.1931 -0.6172 -0.4434 0.1943
H -2.5935 -1.9609 -0.9335 0.2660 0.1904 0.0605 -0.2505
H -4.7576 -0.4372 -1.0171 0.4875 0.0189 0.5000 0.2711
H -5.3803 -1.5251 -2.1055 0.1995 -0.1740 -0.6309 0.4069
H -3.8876 -0.5371 -2.5020 -0.0729 -0.3619 -0.3413 0.3826
H -4.0957 -3.6639 -0.0100 -0.1566 0.0039 0.4025 0.3348
```
Positions in Å, forces in eV/Å.

Computed properties:
ΔE to the lowest compared entry with this formula, charge and spin (eV): 5.5457
F_max (Eh/bohr): 0.0591
Multiplicity: 1
E_HOMO (eV): -9.8
SMILES string: CC(C)O.CC(C)O.CC(C)O.CC(C)O.CC(C)O.CC(C)O.CC(C)O.CO.CO.CO
Kohn-Sham gap (eV): 9.9

***

- multiplicity of number 2 (C24H68O10)?
  1

***

- The highest multiplicity belongs to which entry?
  C24H68N6O10

***

- The lowest F_max belongs to which entry?
  C24H68O10

***

- Among the records above, which one has the highest F_max?
  C24H68N6O10